DFT (the ωB97M-V functional and the def2-TZVPD basis) results for a molecular structure, C55H46CoIN5O2S2 in a non-equilibrium geometry.

```
112
Properties=species:S:1:pos:R:3:forces:R:3:mulliken_spin:R:1
Co -0.2592 0.4731 -2.3617 -0.27 -0.04 -0.20 0.9644
C -6.3481 -1.1355 0.6216 -0.05 0.08 0.01 0.0005
C -5.2016 -0.9595 -0.3324 0.29 -0.51 0.10 -0.0033
C -4.9100 -1.9026 -1.3190 0.15 0.02 0.16 0.0040
C -3.8265 -1.7342 -2.1563 -0.09 -0.03 -0.04 0.0021
C -3.0171 -0.5777 -2.1384 0.14 -0.08 0.01 0.0083
N -1.9294 -0.4266 -2.9621 0.01 -0.14 0.27 0.0476
C -1.9703 -0.9264 -4.2446 0.05 -0.07 -0.04 0.0136
C -3.1335 -0.8804 -5.0356 0.01 0.07 0.01 0.0036
C -3.1490 -1.2738 -6.3572 0.00 0.00 -0.03 -0.0021
C -1.9940 -1.7155 -6.9991 -0.02 -0.04 0.03 0.0074
C -1.9877 -2.0809 -8.4588 0.00 0.01 -0.02 -0.0007
C -0.8388 -1.7782 -6.2397 -0.01 0.04 0.00 -0.0056
C -0.8254 -1.4301 -4.8931 0.02 -0.02 0.05 0.0109
N 0.3891 -1.6715 -4.1799 -0.07 -0.05 0.01 0.0146
C 1.2788 -2.6577 -4.4220 -0.01 -0.07 0.07 0.0008
C 2.3194 -2.5181 -3.5339 -0.09 0.01 -0.06 -0.0004
C 1.9789 -1.4044 -2.7610 0.10 0.04 0.00 -0.0309
N 0.8149 -0.9082 -3.1598 0.01 0.23 -0.01 -0.0441
C -3.3566 0.3688 -1.1636 0.63 -0.15 0.52 -0.0113
C -4.3147 0.0988 -0.1842 -2.10 1.01 -2.11 -0.0012
N -2.5961 1.5639 -0.9566 -0.23 0.13 -0.23 0.0059
C -3.0339 2.6805 -0.3331 0.00 0.00 0.03 -0.0018
C -1.9698 3.5335 -0.1759 -0.01 -0.03 0.01 0.0061
C -0.8965 2.8567 -0.7529 -0.02 -0.02 0.04 -0.0061
N -1.2810 1.6824 -1.2346 0.21 -0.06 -0.01 -0.0483
H -6.9646 -1.9906 0.3465 0.00 0.01 -0.01 0.0000
H -6.9901 -0.2517 0.6506 -0.01 -0.01 -0.02 0.0000
H -5.9941 -1.3006 1.6447 0.01 -0.03 -0.02 -0.0001
H -5.5284 -2.7878 -1.4193 0.02 -0.01 0.01 0.0001
H -3.5735 -2.5097 -2.8677 -0.03 0.02 -0.04 -0.0004
H -4.0393 -0.4972 -4.5832 0.00 -0.02 0.01 0.0011
H -4.0776 -1.2123 -6.9141 0.01 0.01 0.00 -0.0003
H -3.0012 -2.2520 -8.8214 0.00 0.00 0.00 0.0000
H -1.4091 -2.9878 -8.6417 0.00 0.00 0.00 0.0002
H -1.5507 -1.2857 -9.0672 0.00 0.00 0.01 0.0005
H 0.0856 -2.1005 -6.7050 0.00 0.00 0.01 -0.0002
H 1.0843 -3.3992 -5.1759 0.01 0.01 -0.01 0.0001
H 3.1904 -3.1414 -3.4427 -0.01 0.00 0.00 0.0003
H 2.5056 -0.9598 -1.9279 -0.02 -0.03 -0.04 0.0173
H -4.7554 0.9672 0.2942 0.58 -0.19 0.91 0.0005
H -4.0630 2.7950 -0.0477 0.00 0.01 -0.01 -0.0005
H -1.9743 4.5091 0.2758 0.00 -0.01 0.01 0.0004
H 0.1241 3.1665 -0.8733 0.00 0.02 -0.06 0.0012
C 6.5020 5.3546 -1.2475 0.01 0.00 -0.03 -0.0001
C 5.4671 4.3176 -0.9092 -0.02 0.03 0.01 0.0001
C 5.8562 3.0467 -0.4835 0.03 -0.03 0.01 0.0004
C 4.9202 2.0773 -0.1722 -0.01 -0.04 -0.08 -0.0024
C 3.5710 2.3860 -0.2790 -0.13 0.12 -0.03 -0.0074
C 3.1599 3.6308 -0.7200 0.02 0.00 0.13 -0.0006
C 4.1102 4.5932 -1.0303 0.00 -0.01 0.03 0.0020
S 2.3596 1.1263 0.0880 -0.12 0.07 -0.03 0.0050
O 3.1112 -0.1605 -0.0178 0.17 0.02 0.13 0.0131
C 2.1679 1.3503 1.8761 -0.12 -0.01 0.00 -0.0025
C 3.1669 2.0398 2.6061 0.09 -0.12 0.01 -0.0001
C 3.2122 1.9746 3.9633 0.00 -0.01 0.00 -0.0003
C 2.3117 1.1416 4.6664 -0.02 0.03 -0.01 0.0005
C 2.4053 0.9687 6.0692 0.01 -0.02 0.01 0.0003
C 1.5389 0.1480 6.7285 0.01 0.00 0.01 0.0001
C 0.5488 -0.5546 6.0087 0.00 -0.01 -0.02 0.0002
C 0.4216 -0.3861 4.6606 -0.06 0.07 0.01 0.0001
C 1.2857 0.4886 3.9493 -0.03 -0.09 -0.03 0.0012
C 1.1486 0.6811 2.5276 0.05 0.22 0.06 0.0191
C -0.2090 0.3081 1.9989 -0.14 0.03 -0.18 -0.0063
C -1.2946 1.0964 2.5343 -0.01 0.14 -0.29 -0.0010
C -1.0690 2.3503 3.1604 0.07 0.02 0.03 0.0012
C -2.0926 3.0749 3.7002 -0.04 0.00 -0.03 -0.0006
C -3.4147 2.5834 3.6627 0.07 -0.02 0.00 0.0006
C -3.6709 1.4015 3.0302 -0.02 -0.01 0.06 -0.0015
C -2.6349 0.6476 2.4272 -0.03 0.27 -0.27 0.0016
C -2.9418 -0.5440 1.7077 1.59 -0.96 2.69 -0.0021
C -1.8917 -1.2478 1.1871 -0.23 0.09 -0.79 0.0033
C -0.5636 -0.7917 1.2568 0.01 -0.16 -0.05 0.0048
S 0.5653 -1.8164 0.2555 0.02 0.06 0.07 0.0192
O -0.3297 -2.5884 -0.6484 0.05 -0.07 0.03 0.0054
C 1.0854 -2.9450 1.5504 -0.04 0.03 0.04 -0.0004
C 2.0497 -2.5580 2.4681 0.06 -0.06 -0.06 0.0003
C 2.4279 -3.4478 3.4618 0.00 0.01 0.01 0.0001
C 1.8698 -4.7212 3.5368 0.00 0.01 -0.02 0.0001
C 2.3118 -5.6958 4.5939 -0.01 -0.01 0.02 -0.0001
C 0.9176 -5.0881 2.5883 0.00 -0.01 0.01 0.0003
C 0.5244 -4.2102 1.5903 -0.04 0.03 0.04 -0.0003
H 7.2684 5.4095 -0.4735 0.00 0.00 0.00 0.0000
H 6.0532 6.3409 -1.3557 0.00 0.00 0.00 0.0000
H 7.0031 5.1101 -2.1863 -0.01 0.00 0.00 0.0000
H 6.9121 2.8153 -0.4001 -0.01 0.00 0.01 0.0001
H 5.2106 1.0827 0.1415 0.01 0.00 -0.01 -0.0001
H 2.1088 3.8545 -0.8331 0.00 0.02 -0.03 0.0036
H 3.7873 5.5649 -1.3834 0.00 0.00 0.00 0.0003
H 3.8867 2.6448 2.0751 0.02 -0.04 0.01 0.0000
H 3.9557 2.5382 4.5138 0.01 -0.01 0.00 -0.0001
H 3.1886 1.4920 6.6043 -0.01 0.01 0.00 0.0000
H 1.6136 0.0245 7.8012 0.02 -0.02 0.00 0.0000
H -0.1099 -1.2377 6.5293 0.00 0.01 0.00 0.0000
H -0.3317 -0.9410 4.1165 -0.02 0.01 0.02 -0.0001
H -0.0667 2.7589 3.1825 0.02 -0.04 0.04 0.0002
H -1.8875 4.0381 4.1498 0.00 -0.01 0.03 0.0000
H -4.2165 3.1432 4.1267 0.00 0.02 -0.02 0.0000
H -4.6832 1.0152 2.9763 0.00 0.01 -0.03 0.0000
H -3.7513 -1.1368 2.1213 -0.75 0.34 -0.95 0.0001
H -2.0726 -2.1512 0.6134 0.04 -0.12 0.19 0.0014
H 2.5125 -1.5820 2.3975 0.02 -0.01 -0.02 -0.0003
H 3.1743 -3.1479 4.1884 0.00 0.00 0.00 0.0000
H 2.8029 -5.1850 5.4216 0.00 0.00 0.00 0.0000
H 3.0200 -6.4186 4.1832 0.00 0.00 -0.01 0.0000
H 1.4661 -6.2575 4.9916 0.00 0.00 0.00 0.0000
H 0.4773 -6.0779 2.6320 0.01 0.00 -0.01 0.0000
H -0.2085 -4.4854 0.8421 0.01 0.00 0.00 0.0001
I 0.8357 3.7898 -3.6647 0.02 -0.01 -0.01 0.0107
C 0.1319 1.7385 -3.8109 0.19 0.04 0.01 -0.0318
H 0.8358 1.3244 -4.5310 0.00 0.02 0.00 0.0033
H -0.8319 1.8662 -4.3062 0.00 0.02 0.00 0.0055
```
Positions in Å, forces in eV/Å.

Values from the calculation:
HOMO level (spin up / spin down): -6.472 / -6.433 eV
2S+1: 2
LUMO (spin up / spin down): -0.244 / -0.247 eV
⟨S²⟩: 0.7795

***

DFT (the ωB97M-V functional and the def2-TZVPD basis) results for 2 unconnected molecules or ions with the total composition C32H35IN2O8 in a non-equilibrium geometry.

```
78
Properties=species:S:1:pos:R:3:forces:R:3:lowdin_charge:R:1
C -5.2456 5.5268 2.2687 0.12 0.27 -0.17 -0.0690
C -4.5846 4.8596 1.0715 -0.06 0.35 0.15 -0.2827
O -5.3533 3.7444 0.6714 0.16 -0.27 0.10 -0.1509
C -4.6593 2.8554 -0.1958 0.04 0.13 -0.03 -0.1703
C -5.3099 2.8015 -1.5826 0.11 0.32 0.46 -0.1513
O -5.8555 1.5355 -1.9255 0.14 0.10 -0.27 -0.1129
C -4.9331 0.6677 -2.5586 -0.67 -0.18 -0.02 -0.1361
C -4.2983 -0.2524 -1.5550 0.84 -0.08 0.24 -0.0740
C -5.0929 -1.1324 -0.8190 -0.06 0.17 -0.27 -0.0155
N -4.6290 -1.9716 0.0714 0.05 0.11 0.03 0.1543
N -3.3187 -1.9446 0.2803 0.58 0.03 0.34 -0.0431
C -2.8883 -2.9001 1.3089 -0.42 -0.37 0.00 -0.0653
C -2.5561 -4.2774 0.7195 -0.05 0.46 0.03 -0.1166
O -2.0836 -4.1319 -0.6238 0.46 0.46 0.35 0.0035
C -1.5384 -5.2714 -1.1142 0.05 0.05 -0.74 -0.4954
O -1.8207 -6.3387 -0.6726 -0.22 -0.91 0.78 0.1407
C -0.5951 -5.0966 -2.2711 -0.17 -0.11 0.11 -0.1343
C 0.3762 -6.2665 -2.3445 -0.18 0.13 0.32 -0.0792
C -2.4271 -1.1586 -0.3453 -0.62 0.60 -0.40 -0.1608
C -0.9693 -1.2207 -0.0271 0.10 -0.41 -0.21 -0.6417
I -0.3844 0.5636 1.0289 -0.07 -0.07 0.15 0.9906
C -0.0615 -1.4855 -1.2402 0.73 0.65 0.53 -0.2788
C 1.2532 -2.0914 -0.7428 -0.48 0.14 0.24 -0.0989
C -2.9330 -0.2544 -1.3109 -0.42 -0.15 0.27 0.0141
C -2.1000 0.7182 -2.1289 0.71 0.21 -1.22 -0.7530
O -1.9425 1.8637 -1.6951 -0.28 -0.08 0.52 -0.0190
O -1.7614 0.2271 -3.2245 -0.17 -0.22 0.39 0.0167
H -5.2091 6.6094 2.1705 -0.03 0.12 -0.03 0.0680
H -6.2887 5.2342 2.3299 -0.10 -0.08 0.07 0.0751
H -4.7269 5.2887 3.1912 -0.13 -0.23 0.19 0.0665
H -3.5693 4.5699 1.3495 0.10 -0.22 -0.12 0.1137
H -4.4978 5.5670 0.2422 -0.01 0.04 -0.14 0.1183
H -4.6454 1.8698 0.2722 -0.14 -0.15 -0.06 0.1243
H -3.6219 3.1555 -0.3141 0.18 0.06 0.09 0.1020
H -6.1208 3.5258 -1.5801 -0.25 -0.11 0.00 0.1290
H -4.5849 3.1419 -2.3212 0.05 -0.25 -0.26 0.1244
H -5.5197 0.0548 -3.2466 0.00 -0.06 -0.06 0.1425
H -4.1943 1.1962 -3.1515 0.18 0.13 0.05 0.1270
H -6.1611 -1.1224 -0.9817 -0.12 -0.22 0.17 0.1388
H -2.1038 -2.4774 1.9193 0.24 0.14 -0.15 0.1181
H -3.7371 -3.0425 1.9666 -0.17 0.15 0.03 0.1312
H -3.4447 -4.8934 0.7649 -0.05 -0.26 -0.21 0.1302
H -1.7679 -4.7215 1.3197 -0.03 -0.27 0.11 0.1374
H -1.2153 -5.0916 -3.1672 0.01 0.35 -0.15 0.1350
H -0.0699 -4.1569 -2.1605 -0.01 0.23 -0.23 0.0851
H 0.8995 -6.3557 -1.3957 0.26 -0.02 -0.01 0.0814
H -0.1603 -7.1963 -2.4860 -0.04 -0.15 -0.15 0.0772
H 1.0842 -6.1131 -3.1497 0.14 -0.05 -0.09 0.0773
H -0.7366 -1.9944 0.6882 -0.22 -0.13 0.12 0.0479
H 0.1907 -0.5323 -1.6888 -0.28 0.05 -0.47 0.0947
H -0.5654 -2.1105 -1.9685 -0.15 0.04 -0.13 0.1039
H 1.1010 -3.1240 -0.4308 0.20 -0.21 -0.11 0.0676
H 1.5752 -1.5410 0.1402 0.17 0.06 0.05 0.0440
H 2.0460 -1.9923 -1.4748 0.06 -0.25 -0.16 0.0832
C 8.9062 -0.6720 1.7587 -0.03 -0.02 -0.03 -0.0573
C 8.1219 -1.4603 0.9230 0.02 0.04 0.03 -0.0580
C 6.8939 -0.9979 0.4826 0.08 -0.12 -0.02 -0.0039
C 6.4389 0.2516 0.8837 0.00 0.10 0.07 -0.0821
C 7.2173 1.0340 1.7393 -0.10 -0.01 -0.06 -0.0819
C 8.4552 0.5714 2.1664 0.11 -0.09 0.02 -0.0024
C 6.7319 2.3595 2.2196 0.11 0.11 0.11 -0.2771
O 7.4109 3.0403 2.9589 -0.01 -0.01 -0.01 0.1068
C 5.3874 2.8185 1.7718 -0.02 -0.10 -0.05 -0.0831
C 4.8896 4.0246 2.2477 -0.09 0.12 0.02 -0.0022
C 3.6464 4.4713 1.8328 -0.02 -0.04 -0.04 -0.0542
C 2.8978 3.7195 0.9330 0.03 0.04 0.05 -0.0543
C 3.3886 2.5155 0.4580 -0.18 0.05 -0.04 -0.0107
C 4.6282 2.0557 0.8811 0.11 -0.01 0.05 -0.0808
C 5.1215 0.7402 0.3853 -0.10 -0.09 -0.11 -0.2743
O 4.4684 0.0804 -0.3964 -0.01 -0.01 0.03 0.0997
H 9.8694 -1.0322 2.0950 0.01 0.00 0.00 0.1071
H 8.4721 -2.4363 0.6141 0.01 0.00 -0.01 0.1067
H 6.2823 -1.6034 -0.1716 -0.07 0.08 -0.02 0.1191
H 9.0580 1.1867 2.8197 -0.07 0.07 0.01 0.1204
H 5.4768 4.6069 2.9439 0.09 -0.06 -0.01 0.1202
H 3.2584 5.4087 2.2086 0.00 0.01 0.00 0.1076
H 1.9291 4.0723 0.6037 0.00 0.00 -0.01 0.1101
H 2.8068 1.9278 -0.2391 0.06 -0.08 0.00 0.1098
```
Positions in Å, forces in eV/Å.

Values from the calculation:
HOMO level: -8.724 eV
LUMO: -1.131 eV

***

Question: Which formula does entry 2 have?
Answer: C32H35IN2O8

***

Question: What is the formula in the first record?
Answer: C55H46CoIN5O2S2